C31H70N3 | ωB97M-V/def2-TZVPD

**Orbital gap**: 8.940 eV
**LUMO**: -3.600 eV
**Max |F|**: 1.014 eV Å⁻¹
**Net charge**: +1

Element x y z (Å)
C  1.300  0.742  -0.284
C  1.412  0.590  -1.811
C  0.723  -0.670  -2.328
C  -0.832  -0.598  -2.444
C  -1.452  0.717  -1.973
C  -1.399  -1.867  -1.797
C  -1.038  -2.231  -0.316
N  -2.195  -3.047  0.124
C  -2.952  -3.231  -1.002
N  -3.723  -4.271  -1.250
N  -2.842  -2.210  -1.937
C  -3.897  -1.271  -1.384
C  -4.820  -0.778  -2.488
C  -5.712  0.410  -2.077
C  -6.200  0.318  -0.628
C  -5.079  1.773  -2.358
H  0.781  1.661  -0.005
H  0.821  -0.129  0.164
H  2.292  0.828  0.162
H  2.473  0.485  -2.055
H  1.099  1.493  -2.335
H  1.131  -0.871  -3.322
H  1.055  -1.495  -1.690
H  -1.058  -0.682  -3.511
H  -2.511  0.745  -2.214
H  -1.010  1.566  -2.491
H  -1.353  0.865  -0.894
H  -0.915  -2.669  -2.365
H  -0.772  -1.442  0.382
H  -0.222  -2.943  -0.412
H  -2.711  -2.705  0.933
H  -4.324  -4.709  -0.566
H  -3.794  -4.579  -2.210
H  -3.412  -0.457  -0.846
H  -4.508  -1.794  -0.641
H  -4.220  -0.512  -3.362
H  -5.466  -1.610  -2.784
H  -6.613  0.339  -2.693
H  -6.699  -0.637  -0.438
H  -6.931  1.103  -0.433
H  -5.376  0.437  0.081
H  -4.567  1.787  -3.322
H  -5.863  2.530  -2.420
H  -4.401  2.094  -1.562
C  -0.377  -0.269  3.451
C  -1.655  -0.908  3.982
C  -2.482  -1.587  2.883
C  -2.965  -0.642  1.772
C  -3.800  0.545  2.250
C  -5.101  0.136  2.931
H  -0.588  0.525  2.732
H  0.203  0.177  4.259
H  0.256  -1.015  2.962
H  -2.258  -0.152  4.489
H  -1.403  -1.652  4.741
H  -3.342  -2.084  3.340
H  -1.878  -2.385  2.431
H  -3.565  -1.218  1.049
H  -2.100  -0.259  1.219
H  -4.032  1.179  1.389
H  -3.205  1.164  2.925
H  -5.722  -0.464  2.261
H  -5.679  1.014  3.219
H  -4.921  -0.446  3.835
C  7.730  -3.486  -2.500
C  7.278  -2.029  -2.515
C  5.793  -1.848  -2.203
C  4.844  -2.517  -3.198
C  5.008  -2.072  -4.649
C  4.732  -0.587  -4.857
H  7.225  -4.075  -3.267
H  8.801  -3.563  -2.684
H  7.525  -3.947  -1.531
H  7.516  -1.581  -3.483
H  7.855  -1.470  -1.774
H  5.571  -0.778  -2.147
H  5.589  -2.248  -1.205
H  3.812  -2.316  -2.882
H  4.965  -3.603  -3.147
H  4.317  -2.651  -5.267
H  6.011  -2.316  -5.008
H  3.722  -0.339  -4.520
H  4.815  -0.323  -5.912
H  5.436  0.038  -4.305
C  1.622  4.130  6.066
C  2.163  4.920  4.879
C  1.328  4.759  3.609
C  1.251  3.329  3.075
C  2.586  2.666  2.754
C  3.366  3.368  1.647
H  1.633  3.055  5.877
H  2.222  4.308  6.959
H  0.594  4.422  6.293
H  3.199  4.630  4.687
H  2.190  5.981  5.141
H  1.727  5.419  2.834
H  0.310  5.111  3.806
H  0.639  3.328  2.165
H  0.724  2.697  3.796
H  2.373  1.638  2.441
H  3.217  2.590  3.643
H  2.764  3.425  0.736
H  4.280  2.819  1.415
H  3.662  4.383  1.914

Atomic partial charges in e from the Löwdin method, atoms 1 to 5: number 1, C, carries -0.0879; number 2, C, carries -0.2371; number 3, C, carries -0.1621; number 4, C, carries -0.2730; number 5, C, carries -0.0389

C31H70O23 | ωB97M-V/def2-TZVPD

**Orbital gap**: 9.504 eV
**LUMO**: 0.476 eV
**Max |F|**: 3.398 eV Å⁻¹
**SMILES**: COC(=O)OC.COC(=O)OC.COC(=O)OC.COC(=O)OC.COC(=O)OC.COCCOC.COCCOC.COCCOC.COCCOC

Element x y z (Å)
C  1.404  -0.444  -6.318
O  0.801  0.797  -5.933
C  -0.348  0.675  -5.324
O  -1.004  -0.355  -5.207
O  -0.760  1.910  -5.073
C  -2.000  2.145  -4.411
H  0.949  -0.852  -7.263
H  1.413  -1.116  -5.497
H  2.485  -0.205  -6.510
H  -2.356  1.194  -3.978
H  -2.684  2.639  -5.118
H  -1.746  2.852  -3.609
C  -5.288  0.304  -1.035
O  -6.273  1.071  -1.692
C  -5.735  2.024  -2.515
O  -4.539  2.360  -2.531
O  -6.635  2.684  -3.177
C  -6.342  3.781  -3.964
H  -4.692  1.045  -0.437
H  -4.686  -0.211  -1.777
H  -5.868  -0.400  -0.423
H  -7.235  3.834  -4.574
H  -5.372  3.612  -4.471
H  -6.276  4.625  -3.354
C  -0.838  2.518  5.415
O  -2.167  2.560  5.954
C  -3.153  2.177  5.146
O  -3.025  1.779  3.990
O  -4.278  2.253  5.865
C  -5.528  1.928  5.285
H  -0.515  1.504  5.417
H  -0.222  3.028  6.156
H  -0.702  2.935  4.463
H  -5.308  1.628  4.251
H  -6.210  2.726  5.369
H  -6.017  1.119  5.820
C  0.236  -3.031  1.182
O  -0.520  -1.781  1.318
C  0.180  -0.765  1.842
O  1.285  -0.882  2.317
O  -0.489  0.400  1.788
C  -1.706  0.438  0.971
H  0.897  -3.032  0.302
H  -0.565  -3.767  1.003
H  0.784  -3.131  2.125
H  -2.400  -0.275  1.388
H  -1.385  0.210  -0.022
H  -2.154  1.433  1.027
C  -0.038  -2.474  5.993
O  1.020  -2.491  5.053
C  2.101  -1.682  5.317
O  2.154  -0.804  6.114
O  3.024  -2.046  4.440
C  4.241  -1.275  4.496
H  0.285  -1.845  6.834
H  -0.283  -3.481  6.252
H  -0.934  -1.991  5.581
H  4.133  -0.313  3.957
H  5.017  -1.994  4.175
H  4.417  -1.137  5.576
C  0.802  -0.522  -1.996
O  0.503  0.828  -2.412
C  1.602  1.669  -2.247
C  1.429  2.976  -2.969
O  0.351  3.628  -2.257
C  -0.152  4.726  -2.948
H  0.683  -0.722  -0.975
H  1.760  -0.827  -2.398
H  0.055  -1.234  -2.460
H  2.545  1.255  -2.651
H  1.714  1.991  -1.187
H  1.182  2.765  -3.994
H  2.381  3.528  -2.912
H  0.651  5.438  -3.216
H  -0.862  5.164  -2.239
H  -0.638  4.481  -3.897
C  3.855  -0.550  0.174
O  4.466  -1.565  -0.638
C  5.780  -1.929  -0.374
C  6.248  -3.044  -1.462
O  5.619  -4.281  -1.231
C  4.277  -4.440  -1.817
H  3.257  -0.982  0.980
H  3.193  0.058  -0.522
H  4.590  0.122  0.548
H  5.846  -2.379  0.639
H  6.363  -1.058  -0.405
H  7.312  -3.135  -1.310
H  6.056  -2.585  -2.448
H  4.309  -4.449  -2.895
H  3.652  -3.643  -1.399
H  3.888  -5.346  -1.454
C  -1.956  -3.415  -1.548
O  -0.569  -3.396  -1.700
C  -0.036  -4.250  -2.645
C  0.151  -5.682  -2.177
O  1.178  -5.708  -1.236
C  1.355  -6.948  -0.719
H  -2.513  -3.330  -2.484
H  -2.304  -2.523  -1.002
H  -2.261  -4.331  -0.957
H  0.963  -3.904  -2.872
H  -0.677  -4.290  -3.505
H  0.525  -6.229  -3.014
H  -0.743  -6.145  -1.756
H  1.916  -7.668  -1.341
H  0.372  -7.400  -0.446
H  1.808  -6.817  0.276
C  -2.362  4.619  1.942
O  -1.056  4.453  2.520
C  -0.044  4.270  1.544
C  1.279  4.502  2.260
O  1.612  3.621  3.229
C  1.841  2.300  2.702
H  -2.920  5.111  2.781
H  -2.755  3.641  1.728
H  -2.298  5.217  1.064
H  -0.249  4.971  0.729
H  -0.266  3.219  1.219
H  1.199  5.486  2.697
H  2.010  4.542  1.443
H  0.888  1.746  2.700
H  2.491  1.747  3.292
H  2.155  2.245  1.681

Atomic partial charges in e from the Löwdin method, atoms 1 to 5: number 1, C, carries -0.0306; number 2, O, carries 0.0051; number 3, C, carries -0.6361; number 4, O, carries 0.0951; number 5, O, carries -0.0282

Q: Which of these has the lowest LUMO?
A: C31H70N3

Q: The lowest max |F| belongs to which entry?
A: C31H70N3

Q: Look up the max |F| of the first one.
A: 1.014 eV Å⁻¹

Q: Which value of max |F| does entry 2 give?
A: 3.398 eV Å⁻¹